[1]
This record from the Open Molecules 2025 dataset describes a structure of composition C28H33BCaCl5F7KLiO3. The level of theory is ωB97M-V with the def2-TZVPD basis set.

The geometry in XYZ format:
```
80
Properties=species:S:1:pos:R:3:forces:R:3
C 5.7036 0.5516 -0.0515 0.5 0.0 -0.4
C 6.9020 1.4732 0.0552 -0.2 -0.1 0.2
C 7.9594 1.0900 0.8877 -0.1 0.0 0.0
C 9.0800 1.8803 0.9933 0.5 0.1 0.1
C 9.1762 3.0698 0.2744 -0.3 -0.1 0.1
C 8.1391 3.4488 -0.5564 0.3 0.2 0.4
C 6.9949 2.6550 -0.6694 0.1 0.5 -0.3
C 5.8780 3.0993 -1.6066 -0.3 -1.0 1.5
C 4.6474 3.2436 -0.6996 0.5 0.2 -0.7
C 4.7205 3.7620 0.5349 -0.5 -0.1 0.1
C 3.5288 3.8016 1.3897 0.2 0.0 -0.4
O 3.2566 4.6905 2.1583 -0.1 0.0 0.3
C 2.6086 2.5954 1.2094 0.0 0.2 0.5
C 1.9223 1.9974 2.2688 0.1 0.1 -0.3
Cl 2.0649 2.5632 3.8778 -0.1 -0.2 0.0
C 1.1380 0.8893 1.9927 -0.2 -0.6 -1.1
C 1.0309 0.3503 0.6278 -0.8 0.5 1.7
C 1.7246 0.9782 -0.3642 0.4 0.8 0.4
F 1.6976 0.5293 -1.6223 -0.5 1.1 1.0
C 2.5057 2.0813 -0.0656 0.4 0.0 -0.6
C 3.3169 2.7612 -1.1580 0.0 0.1 0.4
O 2.8334 2.8826 -2.2576 0.1 0.2 0.0
H 4.8443 0.8744 0.5443 0.0 -0.1 0.1
H 5.4049 0.4830 -1.1043 -0.2 -0.1 0.1
H 6.0025 -0.4488 0.2595 -0.2 0.0 0.1
H 7.8928 0.1579 1.4378 0.0 0.0 0.0
H 9.9138 1.5805 1.6172 -0.1 -0.1 0.1
H 10.0628 3.6832 0.3585 0.0 0.0 -0.1
H 8.2548 4.3593 -1.1219 -0.3 0.0 -0.2
H 5.6877 2.2677 -2.2799 0.0 0.4 -0.6
H 6.1113 4.0029 -2.1649 0.1 -0.2 -0.3
H 5.6600 4.1285 0.9361 0.0 0.1 -0.1
H 0.6579 0.4110 2.8905 1.0 0.3 -0.4
H 0.4585 -0.5966 0.3092 1.5 0.4 -0.1
F 7.9982 2.9565 -2.8491 0.2 -0.1 -0.4
Ca -0.9981 -0.0711 1.6960 -2.3 -1.7 0.1
C 5.5740 7.5810 1.4937 0.0 0.0 0.0
Cl 6.2374 7.1003 -0.0717 -0.1 -0.1 0.0
Cl 6.8250 7.5532 2.7322 0.0 0.0 0.0
Cl 4.8247 9.1773 1.3923 0.0 0.0 0.0
H 4.8089 6.8659 1.7712 0.0 0.0 0.0
C -2.4457 -5.0613 3.4491 0.2 0.3 0.2
C -3.1767 -3.9296 2.7869 -0.3 -0.1 -0.2
O -2.9006 -2.7618 3.0438 0.6 0.6 -0.2
C -4.2489 -4.2816 1.8124 0.0 0.4 0.2
H -1.6962 -4.6661 4.1329 0.0 0.0 0.0
H -3.1476 -5.6769 4.0120 0.0 -0.1 -0.1
H -1.9507 -5.6706 2.6919 -0.2 -0.1 0.0
H -5.0240 -4.8658 2.3127 0.1 -0.2 -0.1
H -3.8367 -4.8615 0.9827 -0.1 -0.1 0.0
H -4.6943 -3.3733 1.4117 0.0 0.0 0.0
C -10.5405 -3.1904 -1.7350 0.0 0.2 0.0
C -9.2955 -2.5855 -2.3778 0.0 -0.1 0.0
C -7.9985 -3.2810 -1.9655 0.0 0.1 0.0
C -7.6738 -3.2063 -0.4734 -0.1 -0.1 0.1
C -7.5734 -1.7903 0.0951 0.1 -0.1 0.0
C -6.4528 -0.9727 -0.5391 0.0 0.2 0.2
H -10.5161 -3.1033 -0.6474 0.0 0.0 0.0
H -11.4398 -2.6799 -2.0835 0.0 0.0 0.0
H -10.6347 -4.2476 -1.9902 0.0 0.0 0.0
H -9.2469 -1.5166 -2.1485 0.0 0.0 0.0
H -9.3941 -2.6590 -3.4640 0.0 0.0 0.0
H -7.1704 -2.8580 -2.5395 0.0 0.0 0.0
H -8.0522 -4.3344 -2.2528 0.0 0.0 0.0
H -6.7270 -3.7280 -0.3028 0.0 0.0 0.0
H -8.4280 -3.7595 0.0939 0.0 0.0 0.0
H -7.3886 -1.8639 1.1715 0.0 0.0 0.0
H -8.5240 -1.2615 -0.0157 0.0 0.0 0.0
H -5.4874 -1.4665 -0.3972 0.0 -0.1 -0.1
H -6.3996 0.0184 -0.0777 0.0 0.0 0.0
H -6.6094 -0.8284 -1.6082 0.0 0.0 0.0
F 4.8064 4.5814 -4.0889 -1.5 1.2 1.6
Cl 1.4401 -2.2371 -0.3221 -0.4 -0.4 0.2
Li 3.6736 5.4413 -2.7828 1.4 -1.1 -1.7
B -3.2796 -4.9219 -1.6700 0.1 -0.1 -0.4
F -1.9021 -5.1633 -1.7646 0.1 0.1 0.1
F -3.8910 -5.0347 -2.9177 0.0 0.0 0.0
F -3.8511 -5.8460 -0.7669 0.0 0.1 0.1
F -3.4798 -3.5985 -1.1778 0.0 0.2 0.3
K 2.1069 -1.2182 -2.9534 0.4 -1.4 -1.2
```
Forces are in eV/Å.

The calculation puts the gap between HOMO and LUMO at 1.73 eV. The charge is 0. The LUMO energy is -0.164 Ha. As for the total energy: -5622.45827 a.u. The maximum force is 2.870 eV/A.

Results of the Löwdin charge analysis, in e, for atoms 1 through 4: number 1, C, carries -0.028; number 2, C, carries -0.230; number 3, C, carries -0.071; number 4, C, carries -0.103


[2]
This record from the Open Molecules 2025 dataset describes a structure of composition C23H52CeP4Se. The level of theory is ωB97M-V with the def2-TZVPD basis set.

The geometry in XYZ format:
```
81
Properties=species:S:1:pos:R:3:forces:R:3
Ce 0.1768 -0.0299 -0.0949 -0.8 2.8 -2.0
P 2.7139 1.3095 -1.0244 1.6 0.9 -0.5
P -1.0066 0.8460 -2.6885 -1.4 0.1 -1.7
P 1.3400 -2.0239 -1.8452 0.7 -1.3 -1.0
H -0.8903 -1.4474 2.1612 0.3 0.0 0.0
C -0.0281 -1.8342 1.6071 2.7 -0.6 1.9
C 1.2525 -1.3350 1.8337 -1.8 -2.4 1.2
H 1.4710 -0.6742 2.6804 -0.3 0.1 -0.6
C 3.2102 2.9315 -0.2741 -0.3 -0.1 0.3
C 3.0865 1.7712 -2.7730 -0.6 -0.2 -0.1
C 4.2503 0.3698 -0.6824 -0.2 -0.4 0.4
C -2.6541 0.0148 -2.7262 0.1 -0.1 0.3
C -1.6075 2.5468 -3.0420 0.4 0.3 0.5
C -0.5298 0.4147 -4.4055 0.7 -0.1 0.0
C 2.3333 -3.2860 -0.9603 0.0 0.1 0.3
C 2.3386 -1.8568 -3.3791 -0.1 0.2 0.1
C -0.0585 -3.0424 -2.4533 -0.2 0.1 0.2
H -0.2211 -2.7415 1.0123 0.2 0.5 -0.2
H 2.1383 -1.7211 1.3083 -0.4 -0.1 0.1
H 3.1659 2.8974 0.8220 0.1 0.1 -0.5
H 2.5636 3.7477 -0.6211 0.2 -0.2 0.0
H 4.2445 3.1358 -0.5818 -0.3 0.0 0.1
H 2.3448 2.4960 -3.1335 0.2 -0.1 0.0
H 3.0722 0.8916 -3.4255 0.0 0.2 0.1
H 4.0853 2.2337 -2.7914 -0.3 -0.2 0.0
H 4.3053 0.0950 0.3797 0.1 0.1 -0.2
H 5.1038 1.0134 -0.9309 -0.2 -0.2 0.1
H 4.2972 -0.5487 -1.2801 0.0 0.2 0.1
H -3.1867 0.3909 -3.6148 0.1 -0.2 0.4
H -3.2223 0.2519 -1.8246 -0.2 0.0 -0.1
H -2.5469 -1.0722 -2.7834 -0.1 0.1 -0.1
H -2.2048 2.5095 -3.9657 0.2 0.1 0.4
H -0.7629 3.2358 -3.1766 -0.2 -0.1 0.0
H -2.2268 2.9161 -2.2173 0.0 0.0 -0.2
H -1.3043 0.8293 -5.0679 0.3 -0.2 0.2
H -0.4663 -0.6690 -4.5493 -0.1 0.2 0.0
H 0.4423 0.8570 -4.6575 -0.2 -0.1 -0.1
H 2.4450 -4.1629 -1.6162 0.0 0.2 0.3
H 1.8301 -3.5812 -0.0273 0.2 -0.1 -0.3
H 3.3265 -2.8793 -0.7163 -0.3 -0.2 -0.1
H 2.4480 -2.8620 -3.8175 0.0 0.4 0.1
H 3.3317 -1.4510 -3.1456 -0.3 -0.1 -0.2
H 1.8271 -1.1989 -4.0899 0.2 -0.2 0.1
H 0.3551 -3.9998 -2.8041 -0.2 0.3 0.1
H -0.5789 -2.5432 -3.2830 0.1 -0.2 0.2
H -0.7843 -3.2390 -1.6477 0.1 -0.1 -0.3
C -4.1302 -3.7404 1.2184 0.0 -0.8 1.5
C -3.1235 -3.5733 2.1902 -0.6 -0.6 -0.4
C -3.0669 -4.4120 3.3045 -0.2 -0.1 0.1
C -4.0450 -5.3964 3.5025 0.0 0.2 -0.4
C -5.0894 -5.5288 2.5716 0.4 0.1 0.3
C -5.1379 -4.7089 1.4434 0.6 0.6 -0.3
Se -4.1073 -2.7324 -0.3916 0.4 0.6 -0.1
H -3.0885 -1.7279 0.0975 -0.5 -0.4 -0.1
H -2.3798 -2.7991 2.0503 0.0 -0.1 0.0
H -2.2501 -4.2960 4.0255 -0.4 0.0 -0.2
H -3.9937 -6.0489 4.3752 0.0 0.2 -0.3
H -5.8654 -6.2829 2.7338 0.3 0.3 -0.1
H -5.9417 -4.8174 0.7219 0.0 -0.1 0.1
C 2.7500 1.9215 3.0411 0.5 0.0 0.3
C 1.2839 2.0435 3.3919 -0.2 0.2 -0.3
P -0.0708 1.8433 2.1137 0.0 1.0 0.6
C -1.4203 2.6359 3.0441 -0.9 -0.6 0.4
C -1.1715 4.0113 3.6747 0.1 0.3 0.1
C -0.1850 2.8470 0.5126 0.9 0.2 0.4
C -0.4691 4.3577 0.5282 -0.2 0.3 -0.4
H 2.9508 1.2039 2.2432 0.1 0.0 -0.1
H 3.2919 1.5723 3.9308 -0.1 0.1 -0.3
H 3.1812 2.8929 2.7815 -0.1 -0.2 0.0
H 1.0287 1.2331 4.0954 -0.3 0.2 -0.2
H 1.1112 2.9807 3.9273 0.0 -0.3 -0.1
H -2.2887 2.6681 2.3683 0.1 -0.1 0.3
H -1.6551 1.9091 3.8402 -0.2 0.3 -0.2
H -0.9607 4.7941 2.9427 0.0 -0.2 0.3
H -2.0622 4.3232 4.2301 0.1 -0.2 -0.1
H -0.3536 4.0041 4.3966 -0.2 0.0 0.0
H 0.7424 2.6733 -0.0696 -0.4 0.1 -0.1
H -1.0393 2.3859 -0.0347 0.1 -0.1 0.1
H 0.3581 4.9548 0.9258 -0.1 -0.3 0.1
H -0.6434 4.7049 -0.4999 0.1 -0.1 0.2
H -1.3784 4.5982 1.0863 0.2 -0.2 -0.2
```
Forces are in eV/Å.

The calculation puts the gap between HOMO and LUMO (alpha / beta) at 3.91 / 3.98 eV. The expectation value of S² is 0.751. The charge is +3. The LUMO energy (alpha / beta) is -0.399 / -0.396 Ha. As for the total energy: -5148.50816 a.u. The maximum force is 3.528 eV/A. The spin multiplicity is 2.

Results of the Löwdin charge analysis, in e, for atoms 1 through 4: number 1, Ce, carries 0.644; number 2, P, carries 0.757; number 3, P, carries 0.734; number 4, P, carries 0.712


- Look up the total energy of the second one.
  -5148.50816 a.u.


- Among the records above, which one has the highest total energy?
  C23H52CeP4Se


- Which of these has the lowest charge?
  C28H33BCaCl5F7KLiO3


- The lowest charge belongs to which entry?
  C28H33BCaCl5F7KLiO3